1.
Computed, not measured: C25H53ClOP2RuSi2 as an isolated structure in a non-equilibrium geometry, with wB97M-V/def2-TZVPD.

XYZ file:
```
85
Properties=species:S:1:pos:R:3:forces:R:3
Ru -0.084 -0.308 -0.003 0.0 1.0 -1.5
C -0.828 0.110 2.261 -1.0 0.2 -3.4
C -1.736 1.257 1.877 -0.8 0.3 -0.4
C -2.559 0.811 0.849 0.7 1.3 1.7
Si -1.224 3.058 2.165 0.0 -1.8 -0.6
C -2.255 -0.546 0.490 0.2 -1.6 0.7
C -1.393 -1.110 1.506 -0.1 0.6 -0.9
Si -1.096 -2.912 1.950 0.1 0.4 -0.3
H -0.713 -0.065 3.542 0.1 -0.1 1.5
H -3.344 1.412 0.408 0.1 0.1 -0.3
H -2.788 -1.163 -0.226 -0.3 0.2 0.2
Cl 2.217 0.052 -3.878 0.1 0.0 0.6
C -0.793 -3.285 3.753 -0.1 0.0 0.0
C -2.582 -3.955 1.458 0.0 -0.2 0.1
C -0.798 3.390 3.941 0.0 0.4 0.1
C -2.632 4.163 1.610 0.0 0.4 0.0
H -3.454 -3.576 2.014 0.2 -0.1 -0.2
H -2.407 -4.992 1.791 -0.1 0.2 -0.2
H -2.833 -3.968 0.389 0.1 0.0 0.3
H 0.085 -2.778 4.156 -0.2 -0.1 -0.1
H -0.636 -4.370 3.827 -0.1 0.2 0.1
H -1.674 -3.017 4.348 0.2 -0.1 0.1
H -3.563 3.803 2.075 0.2 0.1 -0.1
H -2.788 4.212 0.523 0.1 0.0 0.3
H -2.454 5.183 1.984 -0.1 -0.2 -0.2
H -1.642 3.111 4.583 0.2 0.1 0.0
H -0.615 4.469 4.039 0.0 -0.1 0.2
H 0.094 2.850 4.272 -0.2 0.1 -0.1
C 0.495 -3.302 1.019 0.1 -0.6 0.1
C 0.380 3.134 1.130 0.1 0.2 0.2
P 0.502 -2.397 -0.560 0.0 -1.0 -0.3
H 0.656 -4.381 0.891 0.0 0.2 0.0
H 1.341 -2.919 1.616 -0.3 0.0 -0.1
P 0.423 2.214 -0.476 -0.4 0.9 -0.1
H 1.163 2.651 1.742 -0.4 0.1 -0.1
H 0.690 4.184 1.004 -0.1 -0.3 -0.2
C 2.063 2.806 -1.158 -0.4 0.0 -0.3
C -0.906 3.114 -1.460 0.5 -0.1 0.2
C -0.860 -3.207 -1.552 0.5 -0.1 0.2
C 2.138 -2.856 -1.280 -0.4 -0.3 -0.3
C 3.228 -1.977 -0.661 0.2 0.1 0.0
H 2.039 -2.613 -2.349 0.2 -0.1 0.2
C 2.487 -4.336 -1.098 0.2 0.0 -0.2
H 2.642 -4.559 -0.036 0.0 0.0 -0.2
H 3.426 -4.533 -1.625 0.0 -0.1 0.1
H 1.737 -5.023 -1.501 0.2 0.2 0.2
H 3.499 -1.160 -1.341 -0.1 -0.1 0.3
H 4.123 -2.582 -0.472 -0.1 0.2 -0.1
H 2.925 -1.539 0.298 0.0 0.0 -0.2
H -1.772 -2.938 -0.991 0.4 0.0 -0.2
C -0.789 -4.737 -1.659 -0.4 0.0 -0.3
C -0.951 -2.581 -2.945 -0.2 0.0 -0.2
H -0.634 -5.252 -0.705 0.1 0.2 -0.2
H -0.013 -5.045 -2.370 -0.2 0.0 0.2
H -1.749 -5.092 -2.061 0.2 0.0 0.0
H -1.164 -1.501 -2.925 0.1 -0.3 0.2
H -1.774 -3.079 -3.479 0.2 0.2 -0.1
H -0.026 -2.735 -3.523 -0.2 0.0 0.2
H -1.824 2.835 -0.913 0.3 0.0 -0.2
C -0.995 2.570 -2.889 -0.2 0.0 -0.1
C -0.804 4.645 -1.520 -0.3 0.0 -0.2
H -0.622 5.130 -0.554 0.0 -0.2 -0.1
H -1.755 5.042 -1.904 0.1 0.0 0.1
H -0.028 4.955 -2.231 -0.2 -0.1 0.2
H -1.227 1.496 -2.937 0.1 0.2 0.2
H -0.060 2.744 -3.444 -0.2 0.0 0.1
H -1.800 3.114 -3.404 0.2 -0.2 -0.1
C 3.203 1.950 -0.596 0.2 -0.2 0.0
C 2.388 4.280 -0.911 0.1 0.1 -0.1
H 1.968 2.616 -2.238 0.1 0.1 0.2
H 2.564 4.448 0.156 0.0 0.1 -0.2
H 1.629 4.981 -1.260 0.2 -0.2 0.2
H 3.318 4.520 -1.440 0.0 0.0 0.1
H 2.917 1.429 0.326 0.1 0.0 -0.1
H 4.063 2.588 -0.351 -0.1 -0.2 -0.1
H 3.530 1.206 -1.330 -0.1 0.0 0.3
C 0.947 -0.006 -5.090 -0.4 0.0 -1.0
H -0.075 -0.003 -4.689 0.5 0.0 0.3
H 1.080 0.874 -5.729 -0.1 -0.3 0.1
H 1.097 -0.915 -5.679 -0.1 0.2 0.1
C -0.302 -0.093 4.680 0.6 0.0 1.2
O 0.464 0.286 1.777 0.9 0.4 2.8
H -1.148 -0.153 5.371 0.1 0.0 -0.1
H 0.280 0.817 4.843 -0.2 -0.1 0.0
H 0.369 -0.947 4.780 -0.2 0.1 0.0
```
Forces are in eV/Å.

Summary:
frontier orbital gap (spin up / spin down)	5.9 / 7.1	eV
spin multiplicity	5
E_HOMO (spin up / spin down)	-5.2 / -6.9	eV

Now the Mulliken charges, all in e: atom 1 (Ru): 0.051, atom 2 (C): 1.664, atom 3 (C): 0.137, atom 4 (C): -0.262, atom 5 (Si): -0.289, atom 6 (C): 0.331, atom 7 (C): -1.501, atom 8 (Si): -0.409, atom 9 (H): 0.229, atom 10 (H): 0.624, atom 11 (H): 0.552, atom 12 (Cl): -0.063, atom 13 (C): -1.122, atom 14 (C): -1.007, atom 15 (C): -1.164, atom 16 (C): -0.957, atom 17 (H): 0.378, atom 18 (H): 0.336, atom 19 (H): 0.311, atom 20 (H): 0.269, atom 21 (H): 0.379, atom 22 (H): 0.306, atom 23 (H): 0.378, atom 24 (H): 0.259, atom 25 (H): 0.341, atom 26 (H): 0.298, atom 27 (H): 0.342, atom 28 (H): 0.292, atom 29 (C): -1.370, atom 30 (C): -1.144, atom 31 (P): 0.434, atom 32 (H): 0.840, atom 33 (H): 0.488, atom 34 (P): 0.003, atom 35 (H): 0.392, atom 36 (H): 0.942, atom 37 (C): 1.166, atom 38 (C): 1.054, atom 39 (C): 1.589, atom 40 (C): 1.192, atom 41 (C): -1.002, atom 42 (H): 0.303, atom 43 (C): -1.662, atom 44 (H): 0.333, atom 45 (H): 0.512, atom 46 (H): 0.217, atom 47 (H): 0.014, atom 48 (H): 0.430, atom 49 (H): 0.217, atom 50 (H): -0.698, atom 51 (C): -1.940, atom 52 (C): -1.310, atom 53 (H): 0.336, atom 54 (H): 0.464, atom 55 (H): 0.457, atom 56 (H): -0.024, atom 57 (H): 0.482, atom 58 (H): 0.310, atom 59 (H): -0.202, atom 60 (C): -1.312, atom 61 (C): -2.119, atom 62 (H): 0.384, atom 63 (H): 0.453, atom 64 (H): 0.512, atom 65 (H): -0.007, atom 66 (H): 0.298, atom 67 (H): 0.470, atom 68 (C): -0.949, atom 69 (C): -1.846, atom 70 (H): 0.294, atom 71 (H): 0.394, atom 72 (H): 0.221, atom 73 (H): 0.509, atom 74 (H): 0.174, atom 75 (H): 0.400, atom 76 (H): 0.077, atom 77 (C): -0.777, atom 78 (H): 0.148, atom 79 (H): 0.368, atom 80 (H): 0.370, atom 81 (C): -1.883, atom 82 (O): -0.899, atom 83 (H): 0.334, atom 84 (H): 0.411, atom 85 (H): 0.449



2.
Computed, not measured: a 7-piece molecular cluster, C25H53FN6O8 overall in a non-equilibrium geometry, with wB97M-V/def2-TZVPD.

XYZ file:
```
93
Properties=species:S:1:pos:R:3:forces:R:3
C 4.615 0.414 1.582 -0.1 0.3 1.1
C 3.417 -0.092 2.564 0.7 0.2 -0.7
C 1.972 0.298 2.039 0.3 0.5 0.1
F 1.823 -0.564 0.881 -0.5 0.3 1.6
C 0.742 0.315 3.073 -0.4 0.4 -1.4
C -0.465 0.751 2.082 0.1 -1.6 0.6
C -1.224 -0.555 1.502 0.7 0.0 -0.9
C 0.397 1.599 1.040 0.1 1.3 -2.1
O 0.090 2.184 -0.004 0.3 -1.7 3.5
O 1.794 1.607 1.415 -1.5 -1.6 0.3
H 5.386 0.934 2.241 -1.0 -0.7 -1.1
H 4.241 1.190 0.844 0.5 -1.2 0.7
H 5.144 -0.472 1.094 -0.9 1.4 0.5
H 3.490 -1.237 2.545 -0.6 1.7 0.3
H 3.649 0.262 3.622 -0.7 -0.4 -1.4
H 0.638 -0.676 3.622 -0.2 1.5 -0.6
H 0.835 1.269 3.707 0.6 -1.9 -0.4
H -1.317 1.292 2.627 1.7 0.0 -0.9
H -2.081 -0.891 2.174 1.3 0.9 -0.9
H -1.634 -0.345 0.450 0.5 -0.3 1.6
H -0.472 -1.422 1.454 -1.2 1.3 0.0
C -3.327 -1.804 -3.827 0.1 0.3 0.1
N -3.468 -0.904 -2.700 -0.3 -0.5 0.5
C -3.069 0.483 -2.854 0.0 0.1 0.3
C -3.963 -1.317 -1.502 0.3 0.4 -0.5
O -4.107 -0.616 -0.520 0.0 0.0 -0.2
H -2.276 -1.845 -4.122 -0.1 -0.1 -0.1
H -3.926 -1.429 -4.660 0.1 -0.2 -0.1
H -3.665 -2.809 -3.568 0.0 0.1 0.1
H -2.288 0.715 -2.126 0.0 0.2 -0.1
H -3.930 1.128 -2.661 0.1 0.1 0.0
H -2.695 0.663 -3.862 -0.1 -0.1 0.1
H -4.234 -2.386 -1.494 0.1 -0.1 -0.2
C 8.260 -0.258 -2.320 0.1 0.3 0.1
N 8.132 0.653 -1.201 -0.3 -0.5 0.5
C 8.517 2.041 -1.377 0.0 0.0 0.2
C 7.660 0.246 0.010 0.2 0.2 -0.3
O 7.528 0.958 0.986 0.2 0.0 -0.3
H 9.307 -0.293 -2.633 -0.1 -0.1 -0.2
H 7.644 0.104 -3.147 0.1 -0.2 -0.1
H 7.936 -1.262 -2.045 0.0 0.1 0.0
H 9.309 2.285 -0.665 -0.1 0.1 -0.1
H 7.655 2.680 -1.176 0.2 0.1 0.0
H 8.872 2.214 -2.394 -0.1 0.0 0.1
H 7.397 -0.824 0.034 0.0 -0.1 -0.1
C 8.097 1.429 -7.256 -0.2 0.1 0.2
N 7.996 2.273 -6.083 0.7 0.2 0.1
C 6.695 2.477 -5.474 0.2 0.2 0.2
C 9.084 2.881 -5.534 -0.3 -0.1 -0.1
O 9.065 3.599 -4.553 -0.2 -0.2 -0.1
H 7.475 1.847 -8.052 0.1 -0.2 -0.1
H 7.742 0.425 -7.006 0.0 0.0 -0.2
H 9.129 1.366 -7.605 -0.1 0.1 0.1
H 6.461 3.544 -5.478 -0.1 -0.1 0.1
H 6.725 2.130 -4.438 -0.2 0.1 0.0
H 5.927 1.930 -6.021 0.2 0.0 0.0
H 10.020 2.660 -6.072 0.0 -0.1 -0.1
C -4.930 -3.515 4.064 0.2 -0.1 0.1
N -3.531 -3.314 4.387 0.4 0.2 -0.6
C -3.087 -3.510 5.754 0.3 0.1 -0.2
C -2.624 -2.946 3.444 -0.3 -0.3 0.4
O -1.435 -2.760 3.643 -0.1 -0.1 0.3
H -5.536 -2.826 4.657 -0.2 -0.1 -0.1
H -5.206 -4.545 4.303 -0.2 0.1 0.0
H -5.114 -3.330 3.005 0.1 0.0 0.3
H -2.648 -2.581 6.125 0.0 -0.1 0.1
H -2.322 -4.290 5.774 0.0 0.1 0.2
H -3.923 -3.801 6.389 0.0 0.0 -0.2
H -3.067 -2.826 2.442 -0.1 0.0 0.0
C -7.681 -3.610 -1.583 -0.2 0.0 0.3
N -7.641 -3.348 -0.159 0.6 0.3 0.1
C -8.784 -3.715 0.656 0.2 0.1 0.2
C -6.563 -2.768 0.439 -0.2 -0.1 -0.3
O -6.465 -2.521 1.626 -0.4 -0.1 -0.2
H -8.525 -3.070 -2.021 0.1 -0.1 -0.2
H -7.810 -4.683 -1.745 0.0 0.1 -0.2
H -6.759 -3.284 -2.066 -0.1 0.0 0.1
H -9.175 -2.822 1.148 -0.1 -0.2 0.1
H -8.465 -4.425 1.422 -0.2 0.0 0.0
H -9.563 -4.166 0.040 0.1 0.1 0.0
H -5.753 -2.530 -0.266 -0.2 0.0 0.1
C -3.767 3.228 1.616 0.1 0.2 0.1
N -3.898 4.136 2.739 -0.3 -0.4 0.5
C -3.501 5.521 2.572 -0.1 0.0 0.3
C -4.381 3.729 3.945 0.1 0.2 -0.3
O -4.516 4.438 4.924 0.1 0.1 -0.2
H -2.717 3.188 1.313 -0.1 -0.1 -0.2
H -4.374 3.599 0.787 0.1 -0.2 -0.1
H -4.100 2.224 1.883 0.0 0.1 0.0
H -2.714 5.757 3.292 -0.1 0.2 -0.1
H -4.360 6.166 2.770 0.1 0.1 0.0
H -3.137 5.694 1.560 0.0 -0.1 0.1
H -4.652 2.660 3.963 0.0 0.0 -0.1
```
Forces are in eV/Å.

Summary:
structure (SMILES)	CC[C@@]1(F)C[C@H](C)C(=O)O1.CN(C)C=O.CN(C)C=O.CN(C)C=O.CN(C)C=O.CN(C)C=O.CN(C)C=O
frontier orbital gap	9.3	eV
E_HOMO	-8.9	eV

Now the Mulliken charges, all in e: atom 1 (C): -0.775, atom 2 (C): -0.696, atom 3 (C): 0.922, atom 4 (F): -0.387, atom 5 (C): -0.846, atom 6 (C): 0.283, atom 7 (C): -0.419, atom 8 (C): 0.241, atom 9 (O): -0.595, atom 10 (O): -0.403, atom 11 (H): 0.277, atom 12 (H): 0.335, atom 13 (H): 0.107, atom 14 (H): 0.303, atom 15 (H): 0.313, atom 16 (H): 0.330, atom 17 (H): 0.345, atom 18 (H): 0.338, atom 19 (H): 0.067, atom 20 (H): -0.189, atom 21 (H): 0.345, atom 22 (C): -1.036, atom 23 (N): 0.123, atom 24 (C): -0.849, atom 25 (C): 0.046, atom 26 (O): -0.581, atom 27 (H): 0.382, atom 28 (H): 0.357, atom 29 (H): 0.324, atom 30 (H): 0.215, atom 31 (H): 0.296, atom 32 (H): 0.377, atom 33 (H): 0.348, atom 34 (C): -0.794, atom 35 (N): 0.125, atom 36 (C): -0.957, atom 37 (C): 0.116, atom 38 (O): -0.603, atom 39 (H): 0.322, atom 40 (H): 0.224, atom 41 (H): 0.299, atom 42 (H): 0.320, atom 43 (H): 0.278, atom 44 (H): 0.332, atom 45 (H): 0.342, atom 46 (C): -0.924, atom 47 (N): 0.140, atom 48 (C): -0.856, atom 49 (C): 0.090, atom 50 (O): -0.575, atom 51 (H): 0.335, atom 52 (H): 0.329, atom 53 (H): 0.294, atom 54 (H): 0.317, atom 55 (H): 0.185, atom 56 (H): 0.378, atom 57 (H): 0.307, atom 58 (C): -0.532, atom 59 (N): 0.149, atom 60 (C): -0.994, atom 61 (C): 0.067, atom 62 (O): -0.648, atom 63 (H): 0.341, atom 64 (H): 0.361, atom 65 (H): -0.065, atom 66 (H): 0.292, atom 67 (H): 0.301, atom 68 (H): 0.384, atom 69 (H): 0.401, atom 70 (C): -0.779, atom 71 (N): 0.114, atom 72 (C): -0.954, atom 73 (C): 0.964, atom 74 (O): -0.686, atom 75 (H): 0.360, atom 76 (H): 0.356, atom 77 (H): 0.137, atom 78 (H): 0.287, atom 79 (H): 0.289, atom 80 (H): 0.385, atom 81 (H): -0.457, atom 82 (C): -0.956, atom 83 (N): 0.160, atom 84 (C): -1.025, atom 85 (C): 0.112, atom 86 (O): -0.593, atom 87 (H): 0.331, atom 88 (H): 0.373, atom 89 (H): 0.289, atom 90 (H): 0.304, atom 91 (H): 0.307, atom 92 (H): 0.406, atom 93 (H): 0.302